(1)
Formula: C27H32ClN5O2
Source: the Open Molecules 2025 dataset
Level of theory: ωB97M-V/def2-TZVPD

Element x y z (Å)
C  -2.22412  1.99505  2.22985
C  -1.59902  1.96317  0.87134
C  -0.95976  3.05760  0.36768
C  -0.33276  3.00517  -0.90974
N  0.31257  4.08088  -1.44467
C  0.79761  5.20457  -0.68079
C  2.26060  4.98192  -0.28693
N  3.05891  4.81634  -1.48816
C  4.46861  4.70735  -1.18625
C  2.57896  3.68111  -2.25649
C  1.11245  3.89433  -2.63630
N  -0.40429  1.92330  -1.66526
C  -1.06504  0.84457  -1.21351
C  -1.16121  -0.28168  -2.05731
C  -1.79815  -1.41425  -1.63774
C  -2.35010  -1.48774  -0.34515
N  -2.96756  -2.69286  0.03354
C  -3.19074  -3.14331  1.29538
O  -2.93347  -2.51780  2.30389
C  -3.73480  -4.56247  1.34870
C  -2.56954  -5.53337  1.60629
C  -1.59571  -5.49377  0.43886
O  -1.67253  -6.24848  -0.50966
N  -0.65567  -4.52849  0.52954
C  0.31000  -4.29803  -0.52055
C  1.65696  -3.86090  0.06128
C  1.58916  -2.44628  0.56538
C  1.34731  -2.16544  1.90386
C  1.29901  -0.86009  2.36032
C  1.49887  0.17651  1.46530
Cl  1.51792  1.80430  2.03997
C  1.70992  -0.07686  0.12043
C  1.74719  -1.38574  -0.31954
C  -2.28367  -0.39961  0.49304
C  -1.65947  0.78337  0.07343
H  -3.29485  1.80858  2.16001
H  -2.06765  2.96194  2.70221
H  -1.79027  1.22260  2.86312
H  -0.92190  3.95886  0.95846
H  0.19204  5.37743  0.20588
H  0.73707  6.09099  -1.32090
H  2.63161  5.85215  0.25968
H  2.32753  4.09889  0.37498
H  4.78968  5.60504  -0.65962
H  4.70452  3.83077  -0.56188
H  5.02698  4.63124  -2.11815
H  3.18481  3.59377  -3.16108
H  2.66945  2.73895  -1.68474
H  0.72642  3.03017  -3.17462
H  1.02514  4.79399  -3.25190
H  -0.72590  -0.21718  -3.04225
H  -1.88796  -2.26721  -2.29800
H  -3.12374  -3.34347  -0.72445
H  -4.43942  -4.62778  2.17884
H  -4.24511  -4.83239  0.42350
H  -2.95862  -6.54830  1.69201
H  -2.06834  -5.25812  2.53512
H  -0.68222  -3.85687  1.28176
H  0.40417  -5.23865  -1.06924
H  -0.05142  -3.52402  -1.20937
H  1.93607  -4.54106  0.86750
H  2.40958  -3.93088  -0.72523
H  1.21809  -2.97317  2.61027
H  1.12201  -0.65037  3.40355
H  1.84264  0.73716  -0.57427
H  1.91797  -1.58489  -1.36698
H  -2.71680  -0.46052  1.47576

Output
Energy relative to the best compared isomer or geometry (same formula, charge and spin): 0.000 eV
Lowest unoccupied orbital energy: 0.49 eV
Strongest force on any atom: 0.8 eV/A
HOMO: -0.2721 Ha
Frontier orbital gap: 7.90 eV

---

(2)
Formula: C25H27N3O6
Source: the Open Molecules 2025 dataset
Level of theory: ωB97M-V/def2-TZVPD

Element x y z (Å)
C  4.69162  -2.36504  0.27527
C  4.59445  -0.97099  -0.56614
H  4.32246  -1.16209  -1.63996
H  5.61722  -0.52494  -0.44165
O  3.84791  -0.16202  -0.14902
C  2.51718  -0.27013  -0.28662
C  2.02330  -1.17343  -1.03539
C  0.50384  -1.25726  -1.61989
C  -0.29888  -0.29377  -1.06069
C  0.25638  0.79358  -0.15486
C  1.43343  0.58888  0.29321
O  2.16432  1.43860  0.99837
C  1.60017  2.70643  1.48645
C  0.56107  2.17825  2.89301
H  -0.12300  1.44325  2.43794
H  0.25714  3.05318  3.46017
H  1.42513  1.81326  3.55948
H  0.88007  3.16755  0.97424
H  2.07189  3.37457  1.89250
H  -0.44116  1.50597  0.39646
C  -1.75790  -0.22962  -1.36332
N  -2.58197  -0.62980  0.06953
C  -3.45608  0.40446  0.38294
O  -4.11568  0.44478  1.45919
C  -3.33981  1.40378  -0.82960
C  -2.33580  1.29103  -1.60709
C  -1.63415  2.06484  -2.79540
O  -1.62253  1.35184  -3.78579
C  -1.63158  3.41965  -2.48260
C  -1.54017  4.47050  -3.51883
C  -1.61375  5.56427  -2.90504
C  -1.58488  5.25124  -1.66564
O  -1.78378  4.01140  -1.35996
H  -1.49868  5.96172  -0.71625
H  -1.33456  6.60753  -3.30477
H  -1.69842  4.18631  -4.55600
O  -3.95806  2.62141  -0.64432
H  -4.51314  2.59250  0.54529
C  -2.37950  -1.82125  0.59423
H  -1.87866  -2.58199  0.03277
C  -1.49762  -1.43267  1.94839
H  -2.12259  -1.12439  2.86062
C  -0.96280  -2.97512  2.47008
N  0.04843  -3.52263  1.55533
C  1.19824  -3.35743  1.36542
N  1.75963  -3.77457  0.38313
C  0.88153  -4.62921  -0.03270
C  -0.28647  -4.35974  0.59834
H  -1.40419  -5.07375  0.46659
H  1.05847  -5.57785  -0.70193
H  1.62430  -2.47469  1.92352
H  -1.94767  -3.62374  2.51789
H  -0.72418  -2.66858  3.25287
H  -0.61479  -0.84978  1.66035
H  -3.32422  -2.04813  0.87492
H  -2.09866  -0.75296  -1.93801
H  0.17664  -1.94380  -2.26029
H  2.50831  -2.05531  -1.52816
H  4.85040  -2.28910  1.29394
H  5.43998  -2.82041  -0.00500
H  3.79185  -2.91459  0.03249

Output
Energy relative to the best compared isomer or geometry (same formula, charge and spin): 25.677 eV
Lowest unoccupied orbital energy: -0.45 eV
Strongest force on any atom: 18.9 eV/A
HOMO: -0.3050 Ha
Frontier orbital gap: 7.85 eV

---

(3)
Formula: C5H7N2O
Source: the Open Molecules 2025 dataset
Level of theory: ωB97M-V/def2-TZVPD

Element x y z (Å)
C  1.13306  1.11339  -0.44085
C  2.40157  0.98966  -0.02649
C  1.45415  -0.96589  0.28968
C  -2.49924  0.57289  0.50229
C  -0.80415  -0.59094  -0.62768
N  0.50733  -0.16568  -0.30183
N  2.55817  -0.28150  0.46687
O  -1.65392  -0.33842  0.54408
H  1.21502  -2.06171  0.45210
H  -2.72645  1.14528  1.37316
H  -3.06027  1.01025  -0.29530
H  0.46221  1.85446  -0.81201
H  -1.01981  -1.70040  -0.73057
H  -1.34114  0.10120  -1.28174
H  3.37350  -0.68259  0.88829

Output
2S+1: 3
Energy relative to the best compared isomer or geometry (same formula, charge and spin): 0.610 eV
Lowest unoccupied orbital energy (alpha / beta): -4.03 / -6.91 eV
Net charge: +1
Strongest force on any atom: 6.8 eV/A
HOMO (alpha / beta): -0.3855 / -0.5496 Ha
Frontier orbital gap (alpha / beta): 6.46 / 8.05 eV